ORCA calculation (the ωB97M-V functional and the def2-TZVPD basis) on the ion C4H8N3O with charge +1 at a distorted geometry.

Geometry as XYZ:
```
16
Properties=species:S:1:pos:R:3:nbo_charge:R:1
C 1.07 -0.94 -0.45 0.259
C 0.34 -1.37 1.71 0.383
C 1.10 0.57 -0.58 -0.536
C -0.40 1.00 -1.05 0.669
N 0.76 -1.68 0.48 -0.414
N -0.66 -0.57 1.87 -0.682
N -1.29 1.02 -0.14 -0.772
O -0.43 1.14 -2.36 -0.649
H 1.08 -1.45 -1.40 0.200
H 0.83 -2.03 2.40 0.240
H 1.24 0.92 0.38 0.238
H 1.76 0.88 -1.39 0.275
H -0.84 -0.14 2.74 0.421
H -2.28 1.30 -0.40 0.402
H -1.06 0.06 1.04 0.442
H -1.21 1.28 -2.86 0.523
```

For the LUMO energy, the calculation gives -4.57 eV. The value obtained for the relative energy (zero: lowest compared OMol25 entry of this formula, charge and spin) is 267.2 kJ/mol. For the highest occupied orbital energy, the calculation gives -0.54005 hartree. For the molar mass, the calculation gives 114.1 g mol⁻¹. As for the SMILES: [H]/N=C(\O)C/C=N\C=[NH2+]. The orbital gap comes out at 10.130 eV. Its charge is +1.